{"formula": "C16H31BF15O4S4", "method": "ωB97M-V/def2-TZVPD", "lumo_ev": -0.369, "total_charge": -1, "de_lowest_kj_mol": 934.25, "spin_multiplicity": 1, "orbital_gap_ev": 5.74, "elements": ["C", "B", "C", "C", "C", "C", "C", "F", "F", "C", "F", "F", "S", "F", "F", "F", "F", "F", "C", "O", "C", "F", "F", "F", "C", "F", "F", "F", "H", "H", "H", "H", "H", "H", "H", "H", "H", "H", "H", "H", "H", "C", "S", "O", "C", "H", "H", "H", "H", "H", "H", "C", "S", "O", "C", "H", "H", "H", "H", "H", "H", "C", "S", "O", "C", "H", "H", "H", "H", "H", "H"], "coordinates": [[2.884, 2.189, 4.949], [2.636, 0.907, 3.950], [1.064, 0.603, 3.579], [-0.035, 1.482, 4.417], [-0.246, 3.020, 3.895], [-1.432, 3.227, 2.783], [-2.973, 3.076, 3.419], [-3.627, 4.400, 3.097], [-2.785, 2.985, 4.885], [-3.701, 1.792, 2.719], [-2.792, 0.599, 2.533], [-4.057, 2.226, 1.316], [-5.237, 1.149, 3.555], [-6.151, 1.690, 2.166], [-4.958, -0.375, 2.746], [-4.406, 0.538, 4.922], [-5.636, 2.638, 4.295], [-6.686, 0.498, 4.217], [3.419, 1.284, 2.517], [3.223, 0.207, 1.533], [2.923, 0.759, 0.186], [2.942, -0.332, -0.858], [3.964, 1.747, -0.252], [1.576, 1.401, 0.097], [3.406, -0.397, 4.662], [4.876, -0.160, 4.839], [3.247, -1.659, 3.897], [2.807, -0.502, 6.044], [2.672, 3.232, 4.422], [2.307, 2.126, 5.980], [4.039, 2.228, 5.244], [0.870, -0.538, 3.874], [0.807, 0.672, 2.430], [-1.051, 0.858, 4.395], [0.240, 1.560, 5.576], [0.767, 3.364, 3.364], [-0.339, 3.737, 4.843], [-1.298, 4.337, 2.364], [-1.268, 2.529, 1.840], [4.583, 1.349, 2.753], [3.002, 2.320, 2.159], [0.176, 2.695, -4.992], [0.109, 2.472, -3.198], [0.007, 3.834, -2.578], [1.821, 1.918, -3.014], [-0.790, 3.078, -5.330], [0.960, 3.410, -5.251], [0.371, 1.733, -5.473], [2.504, 2.681, -3.395], [1.963, 0.981, -3.559], [2.020, 1.751, -1.953], [-2.246, -2.086, -4.300], [-0.805, -1.001, -4.165], [-0.572, -0.390, -5.515], [0.408, -2.325, -3.950], [-3.129, -1.469, -4.478], [-2.114, -2.780, -5.134], [-2.374, -2.641, -3.367], [0.376, -3.004, -4.806], [0.194, -2.872, -3.029], [1.403, -1.878, -3.881], [-0.951, -7.406, -6.033], [-0.538, -6.498, -4.524], [-1.179, -5.145, -4.622], [1.219, -6.296, -4.903], [-2.025, -7.611, -6.032], [-0.698, -6.808, -6.911], [-0.404, -8.351, -6.052], [1.339, -5.766, -5.850], [1.696, -7.277, -4.958], [1.682, -5.714, -4.102]], "atomic_forces_ev_per_a": [[1.22, 1.41, 1.29], [0.42, 0.54, -0.92], [-1.90, -1.17, 0.50], [-0.63, -0.57, 0.59], [0.89, -0.12, 0.03], [0.62, 0.72, -0.28], [3.30, 2.35, 0.28], [0.92, -4.29, 1.23], [-1.68, 0.01, -4.14], [2.34, -0.14, -3.53], [-2.72, 4.56, 0.97], [1.62, -1.39, 4.70], [-3.69, -2.19, -0.11], [1.13, -1.43, 3.22], [-1.26, 2.95, 1.80], [-1.59, 1.76, -2.85], [1.27, -3.07, -1.21], [3.01, 1.34, -1.41], [1.41, 1.41, 1.61], [-1.37, 2.34, -5.68], [0.91, -0.99, 0.90], [-0.19, 3.58, 3.48], [-3.60, -2.89, 1.09], [4.36, -1.86, 0.18], [0.07, 0.23, 0.24], [-3.61, -1.43, -0.08], [0.82, 2.63, 2.82], [2.03, -0.97, -3.13], [0.26, -2.02, 1.20], [1.09, 0.30, -2.13], [-2.30, 0.04, -0.52], [0.07, 2.29, -0.72], [0.47, -0.06, 2.19], [1.90, 1.63, 0.01], [-0.41, -0.33, -2.61], [-2.29, -0.78, 0.98], [-0.18, -1.45, -2.28], [-0.80, -2.41, 1.00], [-0.50, 1.23, 2.19], [-2.27, 0.10, -0.99], [0.89, -2.02, 0.34], [0.13, 0.07, -0.14], [0.13, 0.39, 0.04], [0.13, -0.47, -0.32], [0.11, 0.04, 0.09], [0.08, -0.08, 0.16], [-0.04, 0.04, 0.18], [-0.14, 0.03, 0.15], [-0.14, 0.01, -0.02], [-0.09, 0.05, 0.01], [-0.23, 0.15, -0.44], [-0.08, -0.01, -0.18], [-0.04, -0.17, -0.08], [-0.03, -0.34, 0.28], [0.16, -0.05, -0.14], [0.20, 0.08, 0.07], [0.10, 0.05, 0.13], [0.10, 0.06, -0.09], [-0.15, 0.09, 0.08], [-0.05, 0.10, -0.09], [-0.18, 0.11, 0.04], [-0.04, 0.03, -0.12], [-0.13, 0.37, -0.09], [0.35, -0.63, -0.10], [0.07, 0.09, -0.06], [0.14, 0.08, 0.11], [0.00, 0.03, 0.12], [-0.03, 0.08, 0.08], [-0.10, -0.02, 0.07], [-0.10, 0.05, 0.04], [-0.17, -0.08, -0.05]]}